The following is a DFT calculation (ωB97M-V with the def2-TZVPD basis set) of a molecular structure, C32H30BrFN5O5S2Ti in a non-equilibrium geometry.

```
77
C32H30BrFN5O5S2Ti | the Open Molecules 2025 dataset | ωB97M-V with the def2-TZVPD basis set
Ti 0.2648 1.4821 0.1599
C 2.3853 0.0729 3.8743
C 1.4296 0.7073 2.9070
N 1.7949 0.9961 1.7058
O 3.1123 0.6040 1.4461
C 0.0652 0.9743 3.2595
C -0.5267 0.8299 4.6298
N -0.6874 1.3558 2.2453
O -1.9301 1.5664 2.4252
H 3.0006 -0.6510 3.3432
H 1.8588 -0.4148 4.6909
H 3.0552 0.8297 4.2887
H 3.1988 0.7537 0.4892
H 0.2090 1.0090 5.4143
H -0.9757 -0.1558 4.7821
H -1.3286 1.5635 4.7174
C -2.7187 -3.9271 -4.0747
C -1.8514 -4.4479 -2.9306
C -2.6304 -5.4725 -2.1130
C -1.7489 -6.0550 -1.0142
C -1.1580 -4.9371 -0.1960
C -0.7773 -5.1655 1.1012
C -0.2367 -4.1447 1.8680
F 0.1198 -4.4044 3.1307
C -0.0677 -2.8868 1.3674
C -0.4475 -2.6374 0.0572
C -0.2465 -1.2726 -0.4774
O 0.2851 -0.4298 0.1704
C -0.6636 -1.0900 -1.8292
C -1.1808 -2.1342 -2.5214
N -1.3793 -3.3593 -2.0368
C -0.9997 -3.6446 -0.7421
C -0.5762 0.2768 -2.4700
O -0.7472 0.3544 -3.6798
O -0.4228 1.2301 -1.6632
H -3.1573 -4.7780 -4.5921
H -2.1511 -3.3599 -4.8115
H -3.5282 -3.3056 -3.6859
H -0.9722 -4.9414 -3.3502
H -2.9822 -6.2590 -2.7776
H -3.5076 -4.9868 -1.6760
H -0.9487 -6.6507 -1.4597
H -2.3171 -6.7234 -0.3680
H -0.9065 -6.1494 1.5363
H 0.3469 -2.0838 1.9656
H -1.4592 -1.9528 -3.5513
C 3.1461 3.7591 1.7859
C 1.7609 4.2785 1.6373
N 0.7337 3.7068 1.0933
C -0.3780 4.5286 1.1121
C -0.1986 5.7426 1.6765
S 1.4163 5.8954 2.2179
C -1.6152 4.0241 0.5672
C -2.8138 4.6517 0.5406
S -4.0028 3.5882 -0.0700
C -2.7831 2.3731 -0.3361
N -1.6094 2.7566 0.0450
C -3.1800 1.0371 -0.8654
H 3.2517 2.7984 1.3054
H 3.4019 3.6623 2.8432
H 3.8564 4.4540 1.3345
H -0.9245 6.5286 1.8067
H -3.0573 5.6442 0.8828
H -4.2386 0.8726 -0.6733
H -2.6019 0.2695 -0.3557
H -2.9986 0.9693 -1.9383
Br 5.6171 2.3058 -4.1377
C 4.1769 2.1223 -2.8919
C 3.5426 3.2536 -2.4186
C 2.5050 3.1100 -1.5009
C 2.0659 1.8737 -1.0159
C 2.7250 0.7560 -1.5769
C 3.7741 0.8666 -2.4898
H 3.8475 4.2341 -2.7632
H 2.0154 4.0189 -1.1600
H 2.4089 -0.2517 -1.3168
H 4.2612 -0.0141 -2.8926
```

Calculated values
F_max in eV/A: 5.91
2S+1: 2
Orbital gap (alpha / beta) in Ha: 0.237 / 0.255
ΔE to the lowest compared entry with this formula, charge and spin in kJ/mol: 0.0
Molecular weight in g mol⁻¹: 775.5
⟨S²⟩: 0.7543
E_tot in a.u.: -6207.17809
Charge: 0

---

The following is a DFT calculation (ωB97M-V with the def2-TZVPD basis set) of a single C5H10O2 molecule.

```
17
C5H10O2 | the Open Molecules 2025 dataset | ωB97M-V with the def2-TZVPD basis set
C -0.1814 2.1187 1.6149
O 0.2301 0.8589 1.1487
C -0.5100 0.4583 0.0193
C -0.2300 -1.0148 -0.3294
C -0.0914 -1.2410 -1.8327
C 0.9442 -1.6157 0.4283
O 1.6461 -2.4871 -0.0317
H -0.2060 2.8621 0.8036
H 0.5394 2.4442 2.3669
H -1.1831 2.0697 2.0713
H -0.2497 1.0971 -0.8429
H -1.5868 0.5995 0.2086
H -1.0813 -1.6156 0.0284
H 0.1666 -2.2828 -2.0319
H -1.0203 -0.9958 -2.3585
H 0.7097 -0.6254 -2.2588
H 1.0878 -1.2527 1.4602
```

Calculated values
F_max in eV/A: 0.50
Orbital gap in Ha: 0.384
ΔE to the lowest compared entry with this formula, charge and spin in kJ/mol: 187.8
Molecular weight in g mol⁻¹: 102.1
E_tot in a.u.: -346.95390
Charge: 0

---

Repeat the first record exactly.
The following is a DFT calculation (ωB97M-V with the def2-TZVPD basis set) of a molecular structure, C32H30BrFN5O5S2Ti in a non-equilibrium geometry.

```
77
C32H30BrFN5O5S2Ti | the Open Molecules 2025 dataset | ωB97M-V with the def2-TZVPD basis set
Ti 0.2648 1.4821 0.1599
C 2.3853 0.0729 3.8743
C 1.4296 0.7073 2.9070
N 1.7949 0.9961 1.7058
O 3.1123 0.6040 1.4461
C 0.0652 0.9743 3.2595
C -0.5267 0.8299 4.6298
N -0.6874 1.3558 2.2453
O -1.9301 1.5664 2.4252
H 3.0006 -0.6510 3.3432
H 1.8588 -0.4148 4.6909
H 3.0552 0.8297 4.2887
H 3.1988 0.7537 0.4892
H 0.2090 1.0090 5.4143
H -0.9757 -0.1558 4.7821
H -1.3286 1.5635 4.7174
C -2.7187 -3.9271 -4.0747
C -1.8514 -4.4479 -2.9306
C -2.6304 -5.4725 -2.1130
C -1.7489 -6.0550 -1.0142
C -1.1580 -4.9371 -0.1960
C -0.7773 -5.1655 1.1012
C -0.2367 -4.1447 1.8680
F 0.1198 -4.4044 3.1307
C -0.0677 -2.8868 1.3674
C -0.4475 -2.6374 0.0572
C -0.2465 -1.2726 -0.4774
O 0.2851 -0.4298 0.1704
C -0.6636 -1.0900 -1.8292
C -1.1808 -2.1342 -2.5214
N -1.3793 -3.3593 -2.0368
C -0.9997 -3.6446 -0.7421
C -0.5762 0.2768 -2.4700
O -0.7472 0.3544 -3.6798
O -0.4228 1.2301 -1.6632
H -3.1573 -4.7780 -4.5921
H -2.1511 -3.3599 -4.8115
H -3.5282 -3.3056 -3.6859
H -0.9722 -4.9414 -3.3502
H -2.9822 -6.2590 -2.7776
H -3.5076 -4.9868 -1.6760
H -0.9487 -6.6507 -1.4597
H -2.3171 -6.7234 -0.3680
H -0.9065 -6.1494 1.5363
H 0.3469 -2.0838 1.9656
H -1.4592 -1.9528 -3.5513
C 3.1461 3.7591 1.7859
C 1.7609 4.2785 1.6373
N 0.7337 3.7068 1.0933
C -0.3780 4.5286 1.1121
C -0.1986 5.7426 1.6765
S 1.4163 5.8954 2.2179
C -1.6152 4.0241 0.5672
C -2.8138 4.6517 0.5406
S -4.0028 3.5882 -0.0700
C -2.7831 2.3731 -0.3361
N -1.6094 2.7566 0.0450
C -3.1800 1.0371 -0.8654
H 3.2517 2.7984 1.3054
H 3.4019 3.6623 2.8432
H 3.8564 4.4540 1.3345
H -0.9245 6.5286 1.8067
H -3.0573 5.6442 0.8828
H -4.2386 0.8726 -0.6733
H -2.6019 0.2695 -0.3557
H -2.9986 0.9693 -1.9383
Br 5.6171 2.3058 -4.1377
C 4.1769 2.1223 -2.8919
C 3.5426 3.2536 -2.4186
C 2.5050 3.1100 -1.5009
C 2.0659 1.8737 -1.0159
C 2.7250 0.7560 -1.5769
C 3.7741 0.8666 -2.4898
H 3.8475 4.2341 -2.7632
H 2.0154 4.0189 -1.1600
H 2.4089 -0.2517 -1.3168
H 4.2612 -0.0141 -2.8926
```

Calculated values
F_max in eV/A: 5.91
2S+1: 2
Orbital gap (alpha / beta) in Ha: 0.237 / 0.255
ΔE to the lowest compared entry with this formula, charge and spin in kJ/mol: 0.0
Molecular weight in g mol⁻¹: 775.5
⟨S²⟩: 0.7543
E_tot in a.u.: -6207.17809
Charge: 0

---

Q: E_tot of number 2 (C5H10O2)?
A: -346.95390 a.u.

---

Repeat the second record exactly.
The following is a DFT calculation (ωB97M-V with the def2-TZVPD basis set) of a single C5H10O2 molecule.

```
17
C5H10O2 | the Open Molecules 2025 dataset | ωB97M-V with the def2-TZVPD basis set
C -0.1814 2.1187 1.6149
O 0.2301 0.8589 1.1487
C -0.5100 0.4583 0.0193
C -0.2300 -1.0148 -0.3294
C -0.0914 -1.2410 -1.8327
C 0.9442 -1.6157 0.4283
O 1.6461 -2.4871 -0.0317
H -0.2060 2.8621 0.8036
H 0.5394 2.4442 2.3669
H -1.1831 2.0697 2.0713
H -0.2497 1.0971 -0.8429
H -1.5868 0.5995 0.2086
H -1.0813 -1.6156 0.0284
H 0.1666 -2.2828 -2.0319
H -1.0203 -0.9958 -2.3585
H 0.7097 -0.6254 -2.2588
H 1.0878 -1.2527 1.4602
```

Calculated values
F_max in eV/A: 0.50
Orbital gap in Ha: 0.384
ΔE to the lowest compared entry with this formula, charge and spin in kJ/mol: 187.8
Molecular weight in g mol⁻¹: 102.1
E_tot in a.u.: -346.95390
Charge: 0